Molecular formula: C7H8S3
Method: DFT, ωB97M-V with the def2-TZVPD basis set

Computed properties:
strongest force on any atom: 4.030 eV/Å
energy above the lowest of the compared OMol25 structures with the same formula, charge and spin: 3.547 eV
LUMO energy: -0.61 eV
SMILES: S=C(S)\C=C/C=C\C=C/S
highest occupied orbital energy: -8.29 eV
E_tot: -39890.8496 eV

The geometry in ORCA input format:
```
! wB97M-V def2-TZVPD RIJCOSX def2/J DEFGRID3
* xyz 0 1
C 0.748 -1.326 -0.528
C 0.735 -1.123 0.926
C 0.080 -0.585 -1.408
C 0.501 0.086 1.507
C -2.005 0.114 -0.215
C -0.872 0.521 -0.945
C 0.141 1.322 0.683
S -2.579 -1.307 0.279
S -3.131 1.487 0.200
S 1.589 2.123 -0.175
H 1.320 -2.092 -0.929
H 1.037 -1.989 1.505
H -0.061 -0.877 -2.366
H 0.409 0.244 2.572
H -1.022 1.453 -1.449
H -0.557 2.101 0.980
H -4.031 0.754 0.800
H 2.088 0.903 -0.584
*
```

---

Molecular formula: C7H9BO4
Method: DFT, ωB97M-V with the def2-TZVPD basis set

Computed properties:
strongest force on any atom: 4.858 eV/Å
energy above the lowest of the compared OMol25 structures with the same formula, charge and spin: 2.962 eV
LUMO energy: -1.44 eV
highest occupied orbital energy: -8.77 eV
E_tot: -16269.7445 eV

The geometry in ORCA input format:
```
! wB97M-V def2-TZVPD RIJCOSX def2/J DEFGRID3
* xyz 0 1
B 2.112 0.757 -0.184
C 0.536 -1.179 -0.818
C -0.721 1.093 -0.694
C 0.729 -2.399 -1.382
C -1.351 2.251 -0.576
C -1.527 -0.771 0.661
C -0.814 -0.448 -0.656
C -0.945 -0.215 1.896
O -2.506 -1.485 0.616
O 1.605 -0.657 -0.247
O 1.467 1.696 -0.754
O 3.226 0.869 0.544
H 1.748 -2.929 -1.223
H 0.011 -3.098 -1.836
H -0.921 3.264 -0.623
H -2.446 2.279 -0.312
H -1.473 -0.777 -1.464
H -1.189 0.838 2.032
H 0.108 -0.104 1.840
H -1.431 -0.661 2.768
H 3.782 1.677 0.412
*
```

---

Molecular formula: C7H9Br
Method: DFT, ωB97M-V with the def2-TZVPD basis set

Computed properties:
expectation value of S²: 2.010
strongest force on any atom: 3.309 eV/Å
energy above the lowest of the compared OMol25 structures with the same formula, charge and spin: 1.300 eV
LUMO energy (spin up / spin down): 0.72 / -1.26 eV
highest occupied orbital energy (spin up / spin down): -6.62 / -9.91 eV
E_tot: -77437.5830 eV

The geometry in ORCA input format:
```
! wB97M-V def2-TZVPD RIJCOSX def2/J DEFGRID3
* xyz 0 3
C -1.022 -0.555 -1.171
C -0.585 0.748 -1.686
C 1.514 0.579 0.862
C 0.884 -0.143 1.988
C -1.156 1.251 0.961
C -0.919 0.604 -0.252
C 0.141 0.717 0.953
Br -2.389 0.634 2.357
H -1.954 -0.896 -1.436
H -0.340 -1.456 -0.837
H 0.329 1.056 -2.130
H -1.244 1.463 -2.218
H 0.794 3.137 2.043
H 2.155 0.305 0.090
H 0.840 -1.185 1.964
H 0.899 0.433 2.971
H 1.333 2.908 1.547
*
```

---

Molecular formula: C7H9Br2FO
Method: DFT, ωB97M-V with the def2-TZVPD basis set

Computed properties:
strongest force on any atom: 3.303 eV/Å
energy above the lowest of the compared OMol25 structures with the same formula, charge and spin: 3.477 eV
LUMO energy: 0.39 eV
highest occupied orbital energy: -8.35 eV
E_tot: -152248.1337 eV

The geometry in ORCA input format:
```
! wB97M-V def2-TZVPD RIJCOSX def2/J DEFGRID3
* xyz 0 1
C -1.942 -0.635 1.526
C -3.156 -0.624 1.539
C -0.095 -1.017 -0.830
C 0.160 1.393 -0.005
C -0.541 -0.639 1.689
C 0.269 -0.147 0.340
C -0.619 -3.655 1.718
O -0.043 -1.925 2.151
F -0.720 -4.083 3.006
Br -4.867 -0.108 1.248
Br -2.339 -3.677 1.055
H 0.315 -2.047 -0.832
H 0.319 -0.688 -1.793
H -1.139 -1.289 -1.002
H -0.575 1.436 -0.815
H 1.134 1.687 -0.299
H 0.100 1.928 0.961
H -0.247 -0.004 2.509
H 1.261 -0.403 0.736
H 0.821 -2.275 1.888
*
```

---

Molecular formula: C7H9BrF3IrNO8S
Method: DFT, ωB97M-V with the def2-TZVPD basis set

Computed properties:
expectation value of S²: 0.760
strongest force on any atom: 0.157 eV/Å
energy above the lowest of the compared OMol25 structures with the same formula, charge and spin: 2.520 eV
LUMO energy (spin up / spin down): -1.47 / -3.65 eV
highest occupied orbital energy (spin up / spin down): -9.28 / -9.28 eV
E_tot: -117142.4270 eV

The geometry in ORCA input format:
```
! wB97M-V def2-TZVPD RIJCOSX def2/J DEFGRID3
* xyz 0 2
Ir -0.663 1.516 0.510
O 1.035 1.071 -0.757
C 2.135 0.198 -0.551
C 1.773 -1.246 -0.197
N 1.289 -1.443 1.165
C 0.035 -2.109 1.397
C -1.184 -1.162 1.194
O -2.142 -1.250 1.896
O -0.992 -0.378 0.144
C 1.968 -0.839 2.203
C 1.490 0.785 2.439
O 2.393 1.477 2.798
O 0.253 0.945 2.270
H 0.570 0.838 -1.610
H 2.773 0.650 0.207
H 2.709 0.160 -1.480
H 2.691 -1.836 -0.307
H 1.026 -1.626 -0.888
H 0.005 -2.498 2.411
H -0.068 -2.930 0.685
H 3.033 -0.747 2.016
H 1.743 -1.286 3.170
Br -2.456 2.406 1.776
F -4.221 1.503 -2.622
C -3.179 0.684 -2.603
F -3.272 -0.116 -1.550
F -3.185 -0.057 -3.712
S -1.620 1.671 -2.556
O -1.785 2.697 -3.525
O -0.554 0.701 -2.759
O -1.603 2.220 -1.161
*
```

---

Molecular formula: C7H9Cl
Method: DFT, ωB97M-V with the def2-TZVPD basis set

Computed properties:
strongest force on any atom: 6.237 eV/Å
energy above the lowest of the compared OMol25 structures with the same formula, charge and spin: 7.170 eV
LUMO energy: -0.34 eV
highest occupied orbital energy: -8.41 eV
E_tot: -19919.4863 eV

The geometry in ORCA input format:
```
! wB97M-V def2-TZVPD RIJCOSX def2/J DEFGRID3
* xyz 0 1
C -1.899 -1.005 2.911
C -0.973 -0.885 2.126
C 0.850 -1.418 -1.624
C 0.948 0.073 -1.012
C 0.879 -1.559 -0.140
C -0.332 2.111 -0.301
C -0.213 0.740 -0.838
Cl 2.562 -1.716 0.163
H -2.486 -1.482 3.770
H -0.139 -1.499 -2.074
H 1.602 -1.435 -2.385
H 1.780 0.598 -0.678
H 0.018 2.936 -0.992
H 0.411 2.295 0.595
H -1.386 2.261 0.021
H -1.180 0.264 -1.132
H -0.444 -0.281 1.590
*
```

---

Molecular formula: C7H9Cl
Method: DFT, ωB97M-V with the def2-TZVPD basis set

Computed properties:
strongest force on any atom: 3.656 eV/Å
energy above the lowest of the compared OMol25 structures with the same formula, charge and spin: 2.984 eV
LUMO energy: 0.79 eV
SMILES: C/C=C/CCC#CCl
highest occupied orbital energy: -9.20 eV
E_tot: -19923.6718 eV

The geometry in ORCA input format:
```
! wB97M-V def2-TZVPD RIJCOSX def2/J DEFGRID3
* xyz 0 1
Cl -1.517 1.667 -4.999
C -1.662 1.295 -3.275
C -1.589 1.045 -2.113
C 0.994 0.020 1.223
C 0.122 -0.944 0.724
C 1.761 -0.363 2.503
C -1.274 0.605 -0.740
C -0.562 -0.718 -0.669
H 1.298 0.879 0.518
H -0.058 -1.873 1.367
H 2.401 -1.262 2.242
H 1.114 -0.451 3.344
H 2.506 0.353 2.759
H -0.530 1.351 -0.368
H -2.224 0.625 -0.147
H -1.068 -1.626 -1.044
H 0.288 -0.602 -1.325
*
```

---

Molecular formula: C7H9Cl17
Method: DFT, ωB97M-V with the def2-TZVPD basis set

Computed properties:
strongest force on any atom: 0.900 eV/Å
energy above the lowest of the compared OMol25 structures with the same formula, charge and spin: 0.000 eV
LUMO energy: 0.35 eV
SMILES: ClC(Cl)Cl.ClC(Cl)Cl.ClC(Cl)Cl.ClC(Cl)Cl.ClC(Cl)Cl.ClCCCl
highest occupied orbital energy: -10.73 eV
E_tot: -220286.2646 eV

The geometry in ORCA input format:
```
! wB97M-V def2-TZVPD RIJCOSX def2/J DEFGRID3
* xyz 0 1
Cl 0.233 0.227 2.489
C -0.756 -1.285 2.533
C -2.210 -1.060 2.779
Cl -3.007 -0.218 1.449
H -0.312 -1.911 3.301
H -0.605 -1.733 1.554
H -2.388 -0.507 3.698
H -2.673 -2.043 2.872
C 1.530 -1.876 -4.503
Cl 1.273 -2.140 -6.225
Cl 2.989 -2.657 -3.916
Cl 0.110 -2.399 -3.577
H 1.617 -0.812 -4.338
C 0.995 0.139 -0.576
Cl 1.550 -1.482 -0.141
Cl -0.673 0.108 -1.098
Cl 2.043 0.848 -1.813
H 1.022 0.757 0.309
C 4.696 2.590 1.306
Cl 5.924 2.298 2.525
Cl 4.138 4.243 1.331
Cl 3.346 1.501 1.515
H 5.135 2.406 0.338
C -1.332 3.660 1.073
Cl -2.440 3.161 -0.209
Cl 0.319 3.123 0.743
Cl -1.881 3.066 2.638
H -1.353 4.737 1.122
C -3.445 -2.437 -1.441
Cl -2.437 -3.154 -0.192
Cl -5.137 -2.659 -1.075
Cl -3.040 -3.113 -3.008
H -3.234 -1.378 -1.462
*
```

---

Molecular formula: C7H9ClF2IN
Method: DFT, ωB97M-V with the def2-TZVPD basis set

Computed properties:
strongest force on any atom: 4.086 eV/Å
energy above the lowest of the compared OMol25 structures with the same formula, charge and spin: 0.756 eV
LUMO energy (spin up / spin down): -0.65 / -0.65 eV
highest occupied orbital energy (spin up / spin down): -8.17 / -8.17 eV
E_tot: -34948.9543 eV

The geometry in ORCA input format:
```
! wB97M-V def2-TZVPD RIJCOSX def2/J DEFGRID3
* xyz 0 1
C 3.457 0.302 -1.380
C 2.500 0.051 -0.544
C 1.078 -0.095 -0.950
C 0.068 -0.415 -0.084
C -2.700 0.274 1.238
C -2.329 -0.771 0.138
C -1.256 -1.767 -2.260
N -1.227 -0.495 -0.618
F -2.501 -2.352 -2.390
F -1.038 -1.081 -3.325
Cl -2.198 -2.402 1.025
I 0.241 -3.206 -1.884
H 4.492 0.455 -1.253
H 3.476 0.306 -2.502
H 2.580 0.248 0.550
H 0.780 -0.052 -1.974
H 0.130 -0.629 0.961
H -2.855 -0.178 2.228
H -1.928 1.099 1.498
H -3.571 0.864 1.012
H -3.150 -0.839 -0.576
*
```

---

Molecular formula: C7H9ClF3NO3PPd
Method: DFT, ωB97M-V with the def2-TZVPD basis set

Computed properties:
strongest force on any atom: 4.194 eV/Å
energy above the lowest of the compared OMol25 structures with the same formula, charge and spin: 0.000 eV
LUMO energy: -9.90 eV
highest occupied orbital energy: -13.02 eV
E_tot: -48464.3180 eV

The geometry in ORCA input format:
```
! wB97M-V def2-TZVPD RIJCOSX def2/J DEFGRID3
* xyz 1 1
C 0.937 0.684 1.412
C -0.247 1.430 0.666
Cl 0.484 2.631 -0.447
C -0.993 2.284 1.770
O -0.449 2.887 2.640
O -2.291 2.383 1.727
N -1.292 0.602 0.110
C -1.071 0.103 -1.265
C 0.036 -1.015 -1.411
C 1.352 -0.511 -2.048
F 1.492 0.689 -2.644
C 2.403 -1.346 -2.041
F 3.651 -1.018 -2.284
F 2.184 -2.656 -1.803
P -1.885 -0.625 1.213
O -3.287 -1.012 0.912
H 0.641 0.609 2.490
H 1.122 -0.362 1.058
H 1.846 1.317 1.393
H -0.944 0.908 -2.026
H -2.028 -0.396 -1.563
H -0.375 -1.758 -2.143
H 0.202 -1.609 -0.470
H -1.095 -1.822 1.181
H -1.866 -0.148 2.561
Pd 1.474 -2.250 1.012
*
```

---

Q: Which of these has the lowest strongest force on any atom?
A: C7H9BrF3IrNO8S

---

Q: Which formula does entry 5 have?
A: C7H9BrF3IrNO8S